Entry 1:
Density functional theory data (ωB97M-V/def2-TZVPD) for a structure of composition C25H45NOsP2.

Each line ends with the Löwdin spin population.
Cartesian coordinates (Å):
H (1.0733, 3.3255, 3.3282)  0.03
H (0.9280, 4.4171, 1.9280)  0.01
C (2.3750, 1.0543, -5.6244)  0.09
H (1.2686, -2.4667, -4.8618)  0.00
H (-5.4840, -2.6362, -1.4461)  0.00
C (-2.4466, 1.1441, -0.0432)  0.01
H (2.2948, -1.7727, -6.1632)  0.02
C (3.1114, 0.0063, 1.6156)  0.03
H (-0.1249, -0.5998, 3.3880)  0.00
C (-5.2321, -3.0005, -0.4413)  0.00
H (-0.8734, -0.7908, -6.1320)  0.00
C (-0.5389, 1.8173, 1.5930)  0.03
C (2.9010, -2.3027, 0.5768)  0.01
H (2.0529, -1.8424, 4.2621)  0.00
C (2.4174, 2.7428, -0.5848)  0.01
C (2.0323, -0.8531, 3.7601)  0.03
C (1.9534, -1.6497, -5.1249)  0.09
H (3.7254, 0.8931, 1.4327)  0.00
C (-0.0222, 1.7859, -0.6670)  0.10
H (-3.8418, -3.0232, 2.2794)  0.00
H (1.4486, -3.7612, 1.2719)  0.00
H (-5.6325, -3.1284, 2.3941)  0.00
C (1.3488, 3.4496, 2.2800)  0.06
H (-7.0121, -0.6509, -0.1548)  0.00
C (1.8752, -2.7991, 1.6078)  0.01
H (-6.6682, -0.1251, 1.5051)  0.00
H (0.5246, -0.5861, -7.2376)  0.02
H (-2.5180, 0.1225, -0.4506)  0.00
C (2.8475, -0.7933, 0.4402)  0.04
H (-0.6579, 0.9082, -2.5480)  0.02
Os (1.1490, 0.2123, 1.0978)  1.50
N (3.8610, 2.2259, 4.8703)  0.19
P (1.0801, -0.0408, -4.8905)  0.61
H (-4.3259, -3.6137, -0.5209)  0.00
H (-6.0605, -3.6087, -0.0505)  0.00
H (3.9067, -2.6380, 0.8767)  0.00
H (2.2116, 3.2600, -1.5263)  0.00
H (3.2339, 1.0985, -4.9420)  0.00
C (-1.0486, 1.5353, 0.2837)  0.04
C (0.8133, 2.3400, 1.4410)  0.03
H (-1.7649, 2.8231, 3.0609)  0.00
H (-2.8920, 1.8150, -0.7947)  0.00
C (-4.7777, -2.4509, 2.2540)  0.00
C (-1.3003, 1.8469, 2.8732)  0.00
H (2.8992, 3.4493, 0.0925)  0.00
C (-0.0110, -0.1574, -6.3781)  0.09
H (2.6826, -2.7634, -0.3970)  0.00
H (-3.0798, 1.1809, 0.8487)  0.00
H (2.0276, -0.0630, 4.5218)  0.01
P (-4.8867, -1.5486, 0.6460)  0.00
H (-4.7483, -1.7178, 3.0714)  0.00
C (-6.6384, -0.9833, 0.8220)  0.00
C (1.1747, 2.1808, 0.0304)  0.03
C (2.7739, 2.2967, 4.4366)  0.68
H (2.7010, 0.6861, -6.6074)  0.02
H (2.4353, 3.5275, 2.1912)  0.01
H (3.9679, 0.0311, 3.5621)  0.00
H (3.2655, -0.4068, -0.4975)  0.01
H (2.8131, -1.6954, -4.4445)  0.00
H (2.3902, -3.0076, 2.5633)  0.00
H (-0.6383, 1.6528, 3.7211)  0.00
C (0.8123, -0.8300, 2.8777)  0.02
C (3.3465, -0.6401, 2.9666)  0.02
H (-7.2835, -1.7849, 1.2110)  0.00
H (-2.0945, 1.0960, 2.9077)  0.00
H (3.9007, -1.5836, 2.8378)  0.00
H (3.1506, 1.9591, -0.7882)  0.00
C (0.7561, -1.7736, 1.7899)  0.04
C (-0.1981, 1.8207, -2.1436)  0.05
H (-0.8469, 2.6604, -2.4474)  0.01
H (-0.3870, 0.8403, -6.6365)  0.00
H (1.9659, 2.0679, -5.7267)  0.00
H (-0.2156, -2.1445, 1.4229)  0.02
H (0.7534, 1.9612, -2.6700)  0.01

- total energy (eV) = -49167.2976
- spin multiplicity = 5
- ⟨S²⟩ = 6.03
- highest occupied orbital energy (spin up / spin down) (eV) = -12.583 / -12.585
- energy above the lowest of the compared OMol25 structures with the same formula, charge and spin (kcal/mol) = 0.0
- lowest unoccupied orbital energy (spin up / spin down) (eV) = -5.308 / -10.401
- charge = +2
- max |F| (eV/A) = 5.1
- orbital gap (spin up / spin down) (eV) = 7.274 / 2.185

Entry 2:
Density functional theory data (ωB97M-V/def2-TZVPD) for a structure of composition C25H45NP2Rh.

Each line ends with the Löwdin spin population.
Cartesian coordinates (Å):
H (3.9247, 3.1854, 3.4678)  0.00
H (-0.7967, -0.6566, 4.1746)  0.00
N (-6.1344, -3.0537, 1.9749)  0.10
H (0.8382, 5.0518, 2.6286)  0.00
C (-0.2511, -2.7335, 0.6422)  0.10
H (3.6998, 3.6334, 0.2750)  0.00
H (-3.3387, -3.3663, 1.4864)  0.08
C (0.7625, -2.7442, 1.7470)  0.02
H (-2.2252, -1.6534, -1.8728)  0.00
C (-1.7209, -3.8318, 2.9503)  0.02
H (0.9672, -0.7038, 2.5431)  0.00
H (0.7398, 3.7651, 3.8632)  0.00
H (0.8650, -3.7626, 2.1506)  0.00
C (-1.8415, 2.3652, 1.5770)  0.03
C (-0.1030, 1.7340, -3.2308)  0.04
H (3.6207, 0.1635, -3.7879)  0.00
C (1.4332, -2.8496, -4.0138)  0.00
C (-0.9045, 1.5957, -2.0233)  0.14
H (-0.6154, 1.3125, -4.0836)  0.01
H (2.1144, -3.0876, -4.8441)  0.00
H (3.7295, -1.2237, -2.6664)  0.00
H (0.4035, -3.1113, -4.2955)  0.00
H (-1.4742, 3.3846, 1.6675)  0.00
C (-2.3205, -3.9037, 1.5184)  0.16
C (3.3507, 2.3601, 3.0217)  0.00
H (1.7156, -2.4939, 1.2392)  0.00
Rh (0.2377, 0.8895, -0.5378)  1.92
H (-3.0271, -0.5135, -2.9683)  0.01
H (0.0600, 4.1601, -1.6913)  0.00
H (4.0213, 1.7239, 2.4296)  0.00
H (0.1407, 2.7746, -3.3564)  0.00
P (1.5124, -1.0423, -3.6065)  0.02
H (-3.4678, -1.0258, -0.0215)  0.00
H (-0.2508, 4.2433, 0.1091)  0.00
H (-2.9213, 2.3842, 1.7557)  0.01
H (-1.4087, 1.7660, 2.3777)  0.00
C (1.4024, 4.2645, 3.1446)  0.00
H (-1.3289, -0.9184, -3.2372)  0.00
H (1.0972, 3.2838, -0.5541)  0.02
C (-1.4051, -3.4181, 0.4636)  -0.01
H (2.4751, 4.9191, 0.4562)  0.00
H (0.1846, -0.5956, -5.6135)  0.00
H (1.7205, -3.4216, -3.1212)  0.00
C (-4.9760, -3.0038, 1.7682)  0.51
C (3.0983, 4.1974, 0.9984)  0.00
H (2.2406, 4.7212, 3.6902)  0.00
H (-2.5380, -4.9567, 1.2755)  0.00
C (-1.4961, 1.7787, 0.2398)  0.15
C (3.3469, -0.8882, -3.6381)  0.00
H (-2.3898, -4.4504, 3.5673)  0.00
C (-0.6731, -1.6047, 3.6250)  0.00
H (3.7803, -1.5019, -4.4380)  0.00
C (-1.7079, -2.4427, 3.5018)  0.00
H (0.0557, -2.1213, -0.2263)  0.01
H (1.4086, -1.9569, 3.6675)  0.00
H (2.8953, 1.7596, 3.8212)  0.00
H (1.4890, 0.5982, -5.4254)  0.00
H (0.8638, 1.2137, -3.1105)  0.02
H (-2.6878, -2.1385, 3.9119)  0.00
C (0.6543, -1.7048, 2.9045)  0.01
H (-1.7502, -3.4802, -0.5778)  0.00
C (-2.8694, -0.3488, 0.5855)  0.02
C (-2.0768, -0.7375, -2.4597)  0.03
H (-3.5865, 0.1819, 1.2184)  0.00
C (-0.8672, 2.4992, -0.8815)  0.14
C (1.2411, -0.4665, -5.3483)  0.00
H (1.8587, -1.0321, -6.0560)  0.00
C (-1.6256, 0.3931, -1.5873)  0.17
H (3.7660, 4.7374, 1.6826)  0.00
H (-0.7272, -4.2907, 2.9413)  0.01
H (-2.3018, -0.9881, 1.2639)  0.01
C (-1.9703, 0.5425, -0.2285)  0.15
P (2.0134, 3.0102, 1.9151)  0.02
C (0.0504, 3.6310, -0.7388)  0.04

- total energy (eV) = -49715.7713
- spin multiplicity = 5
- ⟨S²⟩ = 6.03
- highest occupied orbital energy (spin up / spin down) (eV) = -10.421 / -11.762
- energy above the lowest of the compared OMol25 structures with the same formula, charge and spin (kcal/mol) = 39.3
- lowest unoccupied orbital energy (spin up / spin down) (eV) = -3.600 / -5.775
- charge = +1
- max |F| (eV/A) = 7.5
- orbital gap (spin up / spin down) (eV) = 6.821 / 5.987

Entry 3:
Density functional theory data (ωB97M-V/def2-TZVPD) for a structure of composition C25H46Br5N2O3S.

Each line ends with the Löwdin charge.
Cartesian coordinates (Å):
H (2.0993, 0.3620, -1.1815)  0.08
C (2.9744, -3.8327, 1.4313)  -0.21
Br (-4.2620, 8.0297, -0.6685)  0.57
H (3.3534, -4.7829, 1.0513)  0.11
C (-0.6940, -1.2712, -3.2202)  -0.20
C (1.2423, -2.0028, -1.6359)  -0.17
H (-3.6320, -0.2616, 1.9509)  0.11
H (-3.9433, 3.9320, 0.6236)  0.04
C (4.5629, 0.9420, -1.0030)  -0.75
H (-4.4693, -1.8961, -2.1272)  0.11
H (0.3305, -2.4307, 0.2598)  0.12
C (2.8866, -3.9487, 2.9582)  -0.09
H (-4.8599, -2.1134, 0.4131)  0.12
H (-3.4214, 0.3021, -0.7525)  0.10
H (3.5521, -0.7679, 2.8857)  0.17
O (-4.1720, 1.9897, 1.2562)  -0.21
H (2.7610, -4.9915, 3.2441)  0.07
H (3.6107, 3.8606, 4.1255)  0.06
H (3.6831, 0.7990, -2.9856)  0.07
H (-6.0417, 1.1722, 0.8871)  0.12
O (3.3442, -1.4967, 0.5797)  -0.16
C (-1.4222, -2.6226, -3.1049)  -0.19
H (5.2232, -0.0107, -2.7697)  0.08
S (0.2244, 1.7073, -0.5864)  0.86
H (-0.8397, -0.8987, -4.2335)  0.11
H (2.3221, -1.9006, -1.5449)  0.10
C (-4.6003, 3.0843, 0.4701)  -0.13
H (0.0293, 1.3978, -1.8737)  -0.11
H (-0.7260, -3.4504, -2.9707)  0.10
H (-1.1571, -0.5204, -2.5775)  0.08
H (5.2230, 1.7258, -2.9089)  0.07
H (-4.5954, 2.8001, -0.5889)  0.09
C (3.9350, -2.7620, 0.9289)  -0.16
Br (6.3706, 0.9712, -0.2616)  0.81
H (1.1439, -0.2324, -2.8888)  0.07
C (3.4013, 2.1155, 2.7236)  -0.07
H (1.3343, -1.7118, -3.7812)  0.12
C (0.5035, -1.5576, -0.3682)  -0.12
H (-5.6111, 1.3519, 2.5778)  0.12
H (0.4483, -0.2219, 1.2598)  0.14
H (-5.6152, 3.4040, 0.7125)  0.06
N (2.6648, 1.5588, 0.5127)  -0.06
H (-5.6140, -0.6822, -0.2822)  0.11
H (1.9842, -3.7151, 1.0007)  0.09
H (4.6890, -2.5805, 1.7008)  0.12
C (2.7199, -0.2590, 2.4007)  -0.30
C (1.2134, -0.5591, 0.5561)  -0.30
H (3.8053, -3.6092, 3.4333)  0.07
H (2.1331, 2.3813, 0.8162)  0.12
C (-5.3172, 7.4362, 0.8251)  -1.64
H (-3.0312, -3.6270, -2.1364)  0.11
Br (3.1059, 3.4163, -1.6175)  0.85
H (-5.6993, 8.3171, 1.3191)  -0.03
H (4.4778, -3.1147, 0.0549)  0.13
C (3.4736, 3.0294, 3.4659)  0.19
C (-2.4691, -2.7049, -1.9861)  -0.19
C (3.7663, 2.1082, -0.3710)  -0.68
Br (-6.8337, 6.3997, 0.2546)  0.59
C (-3.4595, -1.5261, -1.9546)  -0.18
C (0.8174, -1.2782, -2.9245)  -0.20
H (-5.2086, -0.9130, 2.3519)  0.11
H (-3.2515, -0.8048, -2.7415)  0.10
H (-1.9904, -2.8045, -1.0133)  0.09
H (-1.9284, -2.8176, -4.0496)  0.11
C (1.6981, 0.6684, -0.2233)  -0.49
C (-4.7251, -1.0450, 0.2347)  -0.20
C (4.6594, 0.8857, -2.5135)  -0.17
C (-4.6624, -0.3410, 1.6012)  -0.17
H (1.0577, -3.0631, -1.7966)  0.11
H (-0.4785, -1.1513, -0.5889)  0.08
H (2.0369, -3.4050, 3.3660)  0.07
O (1.7928, -0.0280, 3.4095)  0.06
H (4.1499, 0.0018, -0.6432)  0.06
N (2.2210, -1.1877, 1.3893)  -0.03
H (-2.6174, -1.0653, 0.0024)  0.09
C (3.3531, 1.0137, 1.7611)  -0.17
C (-3.4813, -0.7777, -0.6001)  -0.21
C (-5.2159, 1.0740, 1.5961)  -0.23
H (1.1074, 0.5963, 3.1445)  0.11
H (4.3887, 0.7683, 1.5356)  0.10
Br (-4.2476, 6.4816, 2.1093)  0.59
H (4.4186, 2.6615, 0.2949)  0.07

- total energy (eV) = -396830.2008
- spin multiplicity = 1
- highest occupied orbital energy (eV) = -11.277
- lowest unoccupied orbital energy (eV) = -2.468
- charge = +1
- max |F| (eV/A) = 2.1
- orbital gap (eV) = 8.809